The molecule CH2Cl3P at a distorted geometry, computed with wB97M-V/def2-TZVPD.

Geometry as XYZ:
```
7
Properties=species:S:1:pos:R:3:forces:R:3
Cl -1.35717 1.54759 1.07086 0.6 -0.6 -0.3
Cl -1.28313 -1.67607 0.81886 -0.2 -0.4 0.2
Cl 1.27234 -0.20812 1.92340 -1.1 0.1 -0.2
P -0.24618 -0.03061 0.43462 2.2 0.6 -1.1
C 0.49430 0.06522 -1.06572 -2.8 6.1 2.7
H 0.71825 -0.75161 -1.55112 1.2 -4.3 -2.4
H 0.40158 1.05360 -1.63089 0.2 -1.6 1.0
```
Forces are in eV/Å.

Values from the calculation:
- HOMO-LUMO gap (eV) = 8.3
- charge = 0
- SMILES string = C=P(Cl)(Cl)Cl
- relative energy (zero: lowest compared OMol25 entry of this formula, charge and spin) (kJ/mol) = 6.8